# Cl2O2S

2 unconnected molecules or ions with the total composition Cl2O2S (the ωB97M-V functional and the def2-TZVPD basis, the OMol25 dataset).

## Properties
Total energy (a.u.): -1468.89859

```
5
Properties=species:S:1:pos:R:3:forces:R:3
O 1.7962 -1.2771 0.6231 -0.24 0.12 0.16
O -1.6792 1.4581 -0.9994 -0.16 -0.08 0.04
S 0.3341 -1.2591 0.4784 0.83 -0.95 -1.53
Cl -0.2089 1.9134 -1.2393 0.18 0.08 -0.03
Cl -0.5287 -0.3523 1.9767 -0.60 0.83 1.36
```
Forces are in eV/Å.